Entry 1:
A cluster of 10 separate species, C10H30N10O20 in total in a non-equilibrium geometry. Source: OMol25; level of theory: wB97M-V/def2-TZVPD.

XYZ file:
```
70
Properties=species:S:1:pos:R:3
O 6.129 -6.952 19.615
O -0.647 -4.774 20.660
O 1.339 -6.121 14.650
O 6.823 -7.573 15.217
O 7.198 -1.257 20.391
O 4.308 -8.083 19.148
O 0.616 -1.973 16.383
O 3.094 -3.659 17.781
O 0.512 -5.275 18.883
O 8.676 -6.505 14.801
O 2.342 -4.663 23.115
O 5.571 -3.816 12.181
O 3.867 -4.849 13.005
O -0.762 -3.623 16.363
O 4.955 -4.575 18.393
O 1.765 -6.829 12.688
O 2.214 0.379 18.152
O 7.291 0.556 19.203
O 2.081 1.830 16.627
O 1.519 -6.259 21.986
N 0.089 -4.428 19.732
N 5.509 -8.020 19.447
N 1.883 -6.923 13.948
N 2.435 -5.465 22.200
N 3.977 -4.477 17.688
N 0.061 -2.898 15.850
N 7.928 -7.505 14.717
N 6.885 -0.591 19.431
N 2.488 0.742 17.016
N 4.772 -4.730 12.204
C 0.449 -2.979 19.573
C 3.542 -5.395 21.177
C 4.897 -5.841 11.177
C 6.071 -9.205 20.072
C 0.441 -3.097 14.416
C 8.442 -8.638 13.776
C 3.205 -0.087 16.085
C 2.936 -7.773 14.399
C 3.831 -5.455 16.619
C 5.835 -1.189 18.525
H -0.010 -3.998 14.001
H 7.692 -9.351 13.434
H 8.997 -8.187 12.954
H 5.198 -0.372 18.185
H 9.187 -9.167 14.370
H 3.375 -0.981 16.685
H 7.117 -9.215 19.766
H 3.408 -5.033 15.708
H 1.524 -3.217 14.454
H 4.181 0.214 15.705
H 2.722 -8.784 14.053
H 5.288 -2.007 18.994
H 3.226 -6.226 17.096
H 6.489 -1.603 17.758
H 4.776 -6.770 11.733
H 5.628 -10.144 19.741
H 3.248 -5.823 20.219
H 3.880 -7.379 14.022
H 2.488 -0.307 15.294
H 4.837 -5.828 16.426
H 2.879 -7.727 15.486
H -0.504 -2.478 19.404
H 3.873 -4.356 21.157
H 0.976 -2.515 20.407
H 4.318 -6.093 21.493
H 5.823 -5.828 10.602
H 6.005 -9.152 21.158
H 4.118 -5.699 10.428
H 0.240 -2.263 13.743
H 0.989 -2.970 18.627
```

The HOMO energy is -10.2 eV. Its spin multiplicity is 1. For the frontier orbital gap, the calculation gives 9.33 eV.

Here are the Mulliken charges for atoms 1 to 8, given in e: -0.403 -0.531 -0.461 -0.463 -0.523 -0.465 -0.519 -0.363

Entry 2:
A structure of composition C10H30N2O6Pd in a non-equilibrium geometry. Source: OMol25; level of theory: wB97M-V/def2-TZVPD.

XYZ file:
```
49
Properties=species:S:1:pos:R:3
Pd -21.596 -27.725 -30.255
O -25.375 -31.234 -27.160
O -22.825 -27.615 -32.180
O -22.713 -26.362 -29.124
O -22.400 -29.536 -29.544
O -19.738 -27.659 -28.981
O -20.295 -28.948 -31.720
N -24.656 -28.480 -27.810
N -20.413 -25.891 -30.931
C -18.936 -26.045 -30.594
C -20.908 -28.834 -33.016
C -25.613 -30.701 -28.441
C -18.198 -24.734 -30.665
C -19.671 -28.219 -27.672
C -18.797 -26.646 -29.204
C -25.348 -32.641 -27.138
C -25.819 -29.201 -28.323
C -26.185 -28.589 -29.681
C -22.413 -28.755 -32.942
H -20.406 -25.640 -31.922
H -19.557 -29.556 -31.821
H -18.930 -25.831 -28.469
H -20.516 -27.973 -33.575
H -26.676 -29.050 -27.655
H -18.270 -24.307 -31.665
H -25.452 -32.978 -26.104
H -17.135 -24.919 -30.477
H -22.820 -28.713 -33.953
H -20.439 -28.990 -27.621
H -18.711 -28.727 -27.530
H -22.538 -25.497 -29.515
H -23.759 -27.448 -32.336
H -25.388 -28.744 -30.413
H -17.774 -27.019 -29.052
H -19.870 -27.451 -26.925
H -24.402 -33.033 -27.533
H -26.476 -31.205 -28.913
H -22.777 -29.654 -32.434
H -18.564 -24.036 -29.915
H -26.176 -33.107 -27.691
H -27.130 -28.966 -30.090
H -24.440 -28.895 -26.905
H -23.076 -30.023 -30.029
H -20.702 -25.011 -30.499
H -20.671 -29.715 -33.620
H -23.860 -28.733 -28.418
H -24.775 -30.908 -29.133
H -18.570 -26.770 -31.324
H -26.333 -27.520 -29.525
```

As for the expectation value of S²: 2.005. The HOMO energy (spin up / spin down) is -6.8 / -7.4 eV. Its spin multiplicity is 3. For the frontier orbital gap (spin up / spin down), the calculation gives 6.91 / 7.51 eV.

Here are the Mulliken charges for atoms 1 to 8, given in e: 0.894 -0.303 -0.497 -0.768 -0.828 -0.091 -0.365 -0.603

Entry 3:
A structure of composition C10H30O13S7Zr in a non-equilibrium geometry. Source: OMol25; level of theory: wB97M-V/def2-TZVPD.

XYZ file:
```
61
Properties=species:S:1:pos:R:3
Zr -0.370 -0.469 0.109
S 3.312 0.065 -0.848
S -1.142 -2.767 -1.401
S -0.144 1.059 -3.201
S 0.820 3.154 -0.660
S -0.551 0.454 2.782
S 0.747 -3.467 1.866
S -3.672 1.199 -0.306
O 0.612 -2.138 1.163
O -1.199 -4.109 -0.941
O 0.383 1.792 -0.133
O 0.083 -1.995 -1.186
O -0.262 0.415 -1.819
O -1.579 -2.630 -2.753
O -0.973 1.835 2.952
O -2.188 0.799 -0.328
O -1.410 -0.375 1.894
O -1.781 -1.834 -0.437
O -0.308 -0.203 4.024
O 1.808 -0.141 -0.471
O 0.541 0.384 1.791
C -4.105 1.902 1.332
C 4.170 -1.531 -1.342
C 1.198 0.315 -4.167
C -1.605 0.447 -4.179
C -0.565 -3.376 3.162
C 2.214 -3.164 2.935
C 1.870 3.842 0.775
C 4.070 0.468 0.763
C -0.726 4.193 -0.450
C -4.445 -0.518 -0.208
H -2.490 0.973 -3.821
H 1.257 0.596 -5.218
H -1.534 3.524 -0.746
H 3.574 1.390 1.065
H 2.066 -3.758 3.837
H -5.186 1.968 1.454
H 1.395 3.527 1.705
H 2.159 -2.113 3.217
H -3.707 1.226 2.090
H -0.703 4.380 0.623
H 2.884 3.446 0.733
H -0.480 -4.164 3.910
H -4.032 -1.186 -0.963
H 4.037 -1.764 -2.399
H 3.928 -0.208 1.606
H 5.144 0.652 0.764
H -0.852 4.945 -1.230
H -1.863 -0.610 -4.114
H -3.713 2.916 1.406
H -0.666 -2.520 3.829
H 3.129 -3.453 2.418
H -4.249 -1.072 0.710
H 1.040 -0.763 -4.207
H 5.217 -1.564 -1.041
H -1.549 -3.451 2.699
H -5.532 -0.438 -0.221
H -1.639 0.601 -5.257
H 2.068 0.636 -3.594
H 3.660 -2.251 -0.702
H 1.835 4.930 0.729
```

As for the expectation value of S²: 0.757. Its total charge is +1. The HOMO energy (spin up / spin down) is -11.2 / -11.1 eV. Its spin multiplicity is 2. For the frontier orbital gap (spin up / spin down), the calculation gives 8.92 / 3.85 eV.

Here are the Mulliken charges for atoms 1 to 8, given in e: 0.866 0.339 1.144 0.223 0.286 1.205 0.379 0.317

Entry 4:
A structure of composition C10H30O2P2PbSi in a non-equilibrium geometry. Source: OMol25; level of theory: wB97M-V/def2-TZVPD.

XYZ file:
```
46
Properties=species:S:1:pos:R:3
Pb 0.350 -0.292 -0.085
P 2.307 1.941 0.052
P -2.718 -2.207 0.183
Si -0.830 1.822 -1.361
O 2.996 -1.238 -1.051
O -1.354 -1.943 0.742
C 1.764 -3.307 -1.722
C 2.840 2.424 -1.639
C -2.925 -1.855 -1.603
C -3.940 -1.176 1.008
C 3.900 1.248 0.653
C 1.902 -1.223 -3.273
C 2.431 3.601 0.894
C 2.233 -1.786 -1.854
C -0.730 1.570 -3.262
C -3.089 -3.938 0.473
H 1.573 4.227 0.594
H -2.058 -2.245 -2.162
H 1.060 -3.458 -0.845
H 0.229 1.971 -3.651
H 0.138 -1.220 -1.517
H -0.825 0.494 -3.512
H 2.856 -0.955 -3.823
H 2.394 3.442 1.988
H -0.191 3.134 -1.012
H 3.381 4.111 0.629
H -4.928 -1.641 0.953
H -4.100 -4.203 0.164
H -2.961 -4.115 1.546
H 4.736 1.917 0.386
H 3.748 3.034 -1.574
H -3.859 -2.334 -1.952
H -1.580 2.151 -3.676
H 2.045 2.989 -2.132
H -3.978 -0.174 0.562
H 3.845 1.139 1.747
H -2.357 -4.558 -0.057
H -3.003 -0.772 -1.805
H 1.379 -1.963 -3.888
H 4.034 0.257 0.197
H 1.191 -0.367 -3.247
H -2.277 1.777 -0.965
H 3.049 1.520 -2.216
H 2.687 -3.973 -1.651
H -3.637 -1.077 2.058
H 1.155 -3.671 -2.575
```

The HOMO energy is -6.5 eV. Its spin multiplicity is 1. For the frontier orbital gap, the calculation gives 6.95 eV.

Here are the Mulliken charges for atoms 1 to 8, given in e: 0.635 0.318 1.159 0.678 -0.561 -0.745 -0.903 -0.970

> Which value of spin multiplicity does entry 4 give?

1